Computed, not measured: 13 unconnected molecules or ions with the total composition C6H38NO13 at a distorted geometry, with the ωB97M-V functional and the def2-TZVPD basis.

Bonds (Å) are listed after each position.
Atoms and positions in Å:
1 O -0.5254 1.4930 -2.9494  C2 1.208
2 C -1.2329 0.5431 -3.1890  O1 1.208, C3 1.525, H9 1.134
3 C -2.3475 -0.0838 -2.3582  C2 1.525, C4 1.509, H10 1.109, H11 1.129
4 C -1.6874 -1.1065 -1.4654  C3 1.509, C5 1.585, H12 1.102, H13 1.141
5 C -0.6379 -0.3920 -0.5160  C4 1.585, C6 1.507, H14 1.113, H15 1.055
6 C -1.2630 0.0375 0.7857  C5 1.507, C7 1.622, H16 1.134, H17 1.078
7 C -0.1167 0.4633 1.8517  C6 1.622, N8 1.489, H18 1.201, H19 1.071
8 N 0.8787 -0.6240 2.0645  C7 1.489, H20 1.056, H21 0.980, H22 1.036
9 H -0.7873 -0.0616 -4.0388  C2 1.134
10 H -2.9754 -0.5134 -3.1654  C3 1.109
11 H -2.9921 0.5071 -1.6443  C3 1.129
12 H -2.4384 -1.6269 -0.8498  C4 1.102
13 H -1.1136 -1.9101 -2.0372  C4 1.141
14 H -0.0414 0.4917 -0.8341  C5 1.113
15 H 0.0558 -1.1502 -0.2775  C5 1.055
16 H -1.6401 -0.9357 1.2301  C6 1.134
17 H -2.1709 0.6162 0.7405  C6 1.078
18 H 0.4553 1.3228 1.2380  C7 1.201
19 H -0.4787 0.9155 2.7531  C7 1.071
20 H 0.5491 -1.3975 2.7035  N8 1.056
21 H 1.1448 -1.0270 1.2117  N8 0.980
22 H 1.7911 -0.2876 2.4205  N8 1.036
23 H -4.1045 0.5261 1.1975  O25 1.001
24 H -5.1412 -0.4615 1.6617  O25 1.004
25 O -4.2017 -0.4641 1.3074  H23 1.001, H24 1.004
26 H 1.3736 -1.3703 -2.7257  O28 0.943
27 H 2.1750 -1.4273 -3.9508  O28 0.965
28 O 1.5711 -0.8394 -3.4803  H26 0.943, H27 0.965
29 H 3.6177 -0.1448 0.5481  O31 0.978
30 H 3.5315 -1.6427 -0.2545  O31 0.969
31 O 3.1446 -0.9720 0.3284  H29 0.978, H30 0.969
32 H 2.0817 3.3771 -0.7273  O34 0.968
33 H 0.7111 3.0724 -0.1044  O34 0.956
34 O 1.6361 3.1830 0.1103  H32 0.968, H33 0.956
35 H -0.6730 2.5011 -1.6799  O37 0.988
36 H -1.3505 3.7842 -1.2710  O37 0.958
37 O -0.9378 3.0141 -0.8778  H35 0.988, H36 0.958
38 H -0.2799 -3.9920 2.7854  O40 1.000
39 H -1.0454 -3.3683 1.7287  O40 0.992
40 O -0.0973 -3.3724 2.0221  H38 1.000, H39 0.992
41 H 2.7873 0.6859 -3.2254  O43 0.967
42 H 4.0021 1.6807 -3.3711  O43 0.987
43 O 3.3261 1.3284 -2.7439  H41 0.967, H42 0.987
44 H 5.0578 1.4504 0.7661  O46 0.938
45 H 3.5644 1.8586 0.5727  O46 0.956
46 O 4.1920 1.3940 1.1236  H44 0.938, H45 0.956
47 H -2.1837 2.9572 0.6126  O49 0.989
48 H -3.4070 3.6412 0.8508  O49 0.957
49 O -3.1322 2.7278 0.7729  H47 0.989, H48 0.957
50 H 3.1168 1.1539 3.1966  O52 0.985
51 H 1.7769 1.7622 3.5776  O52 0.993
52 O 2.2867 0.9151 3.6693  H50 0.985, H51 0.993
53 H 0.9455 -2.5613 -0.1752  O55 0.938
54 H 1.0293 -3.7251 -1.2096  O55 0.974
55 O 1.4955 -2.9629 -0.8206  H53 0.938, H54 0.974
56 H -3.1942 -2.2001 1.7638  O58 0.952
57 H -3.2709 -3.7146 2.4451  O58 0.952
58 O -2.8297 -3.0684 1.9024  H56 0.952, H57 0.952

Calculated values
max |F|	4.77	eV/A
gap between HOMO and LUMO (spin up / spin down)	0.2949 / 0.1510	Eh
HOMO level (spin up / spin down)	-16.306 / -16.291	eV
spin multiplicity	2
molar mass	332.36	g mol⁻¹
E_LUMO (spin up / spin down)	-8.3 / -12.2	eV
<S²>	0.76
total charge	+2
relative energy (zero: lowest compared OMol25 entry of this formula, charge and spin)	0.99	kcal/mol

So, what does the natural (NBO) scheme give us? The charges, in e, come out as: -0.127, 0.491, -0.485, -0.410, -0.425, -0.421, -0.234, -0.713, 0.337, 0.290, 0.311, 0.297, 0.234, 0.212, 0.198, 0.208, 0.255, 0.217, 0.247, 0.470, 0.435, 0.485, 0.498, 0.503, -0.991, 0.492, 0.504, -0.970, 0.509, 0.513, -1.048, 0.486, 0.482, -0.974, 0.469, 0.505, -0.941, 0.494, 0.502, -1.009, 0.486, 0.487, -0.977, 0.503, 0.503, -0.966, 0.481, 0.485, -0.967, 0.507, 0.485, -0.956, 0.461, 0.492, -0.944, 0.517, 0.513, -1.009